21
Properties=species:S:1:pos:R:3:forces:R:3:mulliken_charge:R:1 method="wB97M-V/def2-TZVPD" total_charge=+1 orbital_gap_ha="0.28286 / 0.24283" relative_energy_kcal_mol=112.0 molar_mass_da=126.18 lumo_energy_ev="-4.8 / -5.1"
C -3.60714 0.46883 -1.07809 -0.138 0.219 -0.147 -0.92
C -2.51940 -0.21479 -0.61959 0.428 -0.122 0.274 0.12
C -1.25606 0.33799 -0.57636 1.397 -1.082 0.593 -0.32
C 1.10116 0.10006 0.13799 0.007 -0.271 0.284 0.27
C 0.60466 -2.61469 0.62513 0.472 -0.203 0.178 -0.97
C 2.61785 1.95889 0.52074 0.893 0.467 0.011 -0.79
N -0.33466 -1.75966 -0.01143 -0.701 -1.084 -0.261 -0.95
N 1.32130 1.38759 0.26993 -0.965 -0.427 -0.313 -0.11
N -0.08563 -0.50020 -0.12238 -1.205 2.813 -0.700 0.84
H -4.58966 0.03267 -1.05110 -0.116 -0.096 -0.007 0.30
H -3.51965 1.46612 -1.48357 0.014 0.076 -0.010 0.27
H -2.62417 -1.22499 -0.24783 -0.065 -0.005 -0.010 0.33
H -1.00793 1.31658 -0.94196 0.115 0.110 -0.114 0.31
H 1.95092 -0.55793 0.28028 -0.082 0.040 0.027 0.37
H 0.99491 -2.19479 1.55847 0.012 -0.030 0.076 0.41
H 0.07261 -3.54099 0.83427 0.156 0.038 0.045 0.29
H 1.45398 -2.86028 -0.02655 -0.004 0.034 -0.016 0.37
H 2.54407 2.69518 1.32360 -0.012 -0.155 -0.047 0.32
H 2.99146 2.46593 -0.37386 -0.055 -0.095 0.099 0.33
H 3.32965 1.18591 0.80822 -0.105 0.023 -0.004 0.30
H 0.56172 2.05259 0.17407 -0.046 -0.250 0.041 0.22

225
Properties=species:S:1:pos:R:3:forces:R:3:mulliken_charge:R:1 method="wB97M-V/def2-TZVPD" orbital_gap_ha=0.32112 relative_energy_kcal_mol=73.7 molar_mass_da=1252.76 lumo_energy_ev=0.2
C 14.74601 3.37935 19.87602 -0.876 -0.227 -0.667 -0.74
O 15.75036 3.71484 18.94714 0.567 0.491 -0.473 -0.33
C 16.62541 2.69372 18.49582 0.931 0.249 -0.269 -0.34
C 17.83403 3.28513 17.67434 -0.103 1.313 1.168 -0.93
N 17.53357 4.09007 16.46568 0.615 -0.984 1.482 -0.43
C 17.02199 3.19449 15.48291 -0.499 -0.049 -1.551 -0.29
C 16.57878 3.95392 14.23706 -1.758 -0.704 0.057 -0.81
O 15.27220 4.48337 14.57579 0.545 0.715 -0.127 -0.26
C 14.63695 5.30215 13.59778 0.571 -0.326 0.321 -0.76
H 14.53614 4.20238 20.55916 0.665 -0.003 0.184 0.24
H 14.89543 2.43256 20.39502 0.442 0.084 0.226 0.31
H 13.79700 3.27194 19.35072 -0.190 -0.242 -0.282 0.27
H 16.15958 1.93781 17.86359 -0.600 -0.102 0.191 0.30
H 17.03243 2.22090 19.38961 0.235 -0.390 -0.058 0.46
H 18.58667 2.52695 17.45801 -0.333 -0.326 -0.189 0.43
H 18.35576 3.97810 18.33441 -0.027 0.007 0.301 0.36
H 16.77143 4.67356 16.78000 -0.236 0.477 -0.296 0.32
H 16.21297 2.61440 15.92685 -0.591 -0.072 -0.617 0.21
H 17.72588 2.43672 15.13880 0.661 0.188 0.316 0.38
H 16.43469 3.28376 13.38958 -0.076 -0.475 -0.080 0.42
H 17.31300 4.66212 13.85306 -0.034 0.616 0.609 0.37
H 15.21293 6.19885 13.36914 0.295 0.044 -0.073 0.30
H 13.68583 5.65323 13.99804 -0.012 -0.337 0.046 0.23
H 14.49240 4.72451 12.68480 -0.191 0.050 -0.213 0.29
C 18.02362 -14.04568 23.90532 -0.187 -0.057 0.608 -0.74
O 18.69395 -12.84494 24.25514 0.463 -0.517 -0.081 -0.30
C 20.02373 -13.09856 24.77459 -0.215 1.076 -0.865 -0.67
C 20.60768 -11.70891 25.10538 -0.570 -1.133 0.742 -0.65
N 21.22575 -11.12618 23.97493 1.028 0.939 -1.299 -0.35
C 21.67329 -9.76650 24.24610 0.531 0.204 -0.284 -0.67
C 22.16120 -9.00783 23.00313 -0.304 -0.394 -0.194 -0.62
O 21.06958 -8.88597 22.10044 0.195 -0.237 -1.055 -0.32
C 21.46643 -8.39756 20.78765 0.082 -0.050 1.434 -0.68
H 17.75275 -14.50823 24.85441 -0.090 -0.606 -0.089 0.29
H 18.59268 -14.73325 23.27959 0.549 0.002 0.144 0.29
H 17.10320 -13.89816 23.34038 0.029 0.744 0.151 0.25
H 20.59231 -13.55649 23.96520 0.307 0.059 -0.127 0.35
H 20.10244 -13.80873 25.59773 -0.699 0.104 0.393 0.50
H 21.32418 -11.75849 25.92530 0.272 -0.273 -0.023 0.42
H 19.80725 -11.08192 25.49817 -0.506 0.050 0.131 0.35
H 20.58382 -11.04296 23.19962 -0.297 -0.277 -0.105 0.26
H 22.49178 -9.78834 24.96562 0.179 -0.091 0.064 0.36
H 20.87358 -9.20776 24.73227 -0.229 0.446 -0.019 0.36
H 22.98788 -9.48729 22.47891 0.058 -0.718 0.122 0.37
H 22.60419 -8.04539 23.25921 -0.404 0.459 0.364 0.42
H 21.55265 -7.31995 20.92701 -0.051 0.163 -0.691 0.28
H 20.76874 -8.70457 20.00850 -0.375 0.238 0.435 0.24
H 22.43216 -8.79304 20.47289 0.236 -0.119 0.242 0.28
C 27.49012 -3.90761 32.03323 0.147 -0.366 -0.410 -0.73
O 27.22173 -3.13696 30.89500 -0.176 0.672 -1.164 -0.28
C 28.08838 -3.37295 29.76645 -1.451 -1.121 -0.335 -0.71
C 27.40180 -2.95351 28.44282 0.308 2.120 1.140 -0.66
N 26.31498 -3.77179 27.92764 1.142 -0.835 0.325 -0.43
C 25.83956 -3.27937 26.64368 -0.213 0.003 0.549 -0.51
C 26.85143 -3.19853 25.52275 0.169 0.698 -1.270 -0.61
O 26.10200 -3.29785 24.31923 -0.252 0.636 -1.487 -0.30
C 26.80333 -2.92092 23.11080 0.191 -1.382 0.384 -0.82
H 28.55884 -4.11181 32.09836 0.196 0.161 0.421 0.32
H 26.99910 -4.87757 31.95462 -0.166 -0.200 0.079 0.28
H 27.10320 -3.37780 32.90369 0.201 -0.025 -0.017 0.22
H 28.19144 -4.44807 29.61952 0.525 -0.334 0.437 0.35
H 29.04421 -2.89050 29.97069 0.087 0.067 -0.383 0.35
H 28.15352 -2.64284 27.71722 0.176 -0.884 -0.294 0.52
H 26.98061 -1.97464 28.67197 -0.207 0.632 0.194 0.38
H 25.57666 -3.59988 28.59504 -0.334 -0.468 0.038 0.30
H 25.44328 -2.28431 26.84597 -0.216 0.446 -0.590 0.23
H 25.01106 -3.89788 26.29854 0.065 -0.098 0.058 0.42
H 27.65175 -3.93431 25.44396 -0.002 -0.412 0.759 0.38
H 27.32717 -2.21831 25.49217 0.276 0.201 0.365 0.37
H 26.96628 -1.86828 22.87952 -0.334 0.303 0.673 0.30
H 26.31282 -3.37363 22.24908 -0.564 0.126 0.252 0.28
H 27.77485 -3.41436 23.08308 0.388 0.075 0.289 0.32
C 18.47576 7.86637 24.25840 0.070 1.689 0.638 -0.66
O 19.38438 8.96997 24.47852 -0.324 -0.129 0.225 -0.40
C 19.81652 9.08291 25.81374 0.623 -1.071 0.517 -0.51
C 21.24833 8.48317 25.96181 -0.240 0.541 1.088 -0.53
N 21.83040 8.84239 27.27399 0.203 -0.052 0.523 -0.22
C 23.28832 8.76487 27.27211 0.794 -0.625 0.765 -0.75
C 24.03352 9.31137 28.57083 -1.545 0.151 -1.480 -0.43
O 25.34369 9.60191 28.24053 1.988 -0.265 -0.513 -0.31
C 26.14663 9.97294 29.34627 -0.349 0.567 0.460 -0.75
H 17.61999 8.02402 24.91482 -0.228 -0.179 0.129 0.31
H 18.93287 6.91500 24.53056 0.036 -0.134 -0.601 0.28
H 18.11128 8.03835 23.24564 0.310 -0.780 -0.066 0.25
H 19.15652 8.56818 26.51199 -0.165 -0.911 -0.169 0.30
H 19.66703 10.05650 26.28050 0.718 0.867 -0.914 0.41
H 21.95102 8.74656 25.17127 -0.313 0.532 -0.422 0.34
H 21.17904 7.39672 25.90757 -0.113 -0.127 0.058 0.24
H 21.59504 9.78412 27.55296 -0.344 0.213 -0.295 0.25
H 23.69055 9.26581 26.39155 0.339 0.399 0.002 0.38
H 23.56534 7.71788 27.14897 0.056 -0.157 0.010 0.29
H 24.00586 8.62406 29.41638 -0.389 -0.097 0.067 0.33
H 23.55587 10.26713 28.78640 -0.457 0.107 0.672 0.30
H 26.20910 9.21318 30.12535 -0.252 -0.333 -0.018 0.30
H 25.74469 10.87899 29.79975 -0.304 0.131 0.249 0.31
H 27.17602 10.25017 29.11913 -0.142 -0.357 -0.878 0.27
C 22.35462 0.62135 29.78915 -0.313 -0.208 0.930 -0.73
O 21.88672 -0.68171 30.11376 -1.182 -0.084 -0.895 -0.27
C 21.94126 -1.04225 31.48807 1.969 -0.706 -1.199 -0.50
C 21.45556 -2.48662 31.70511 -1.342 -0.300 -0.936 -0.66
N 21.62138 -3.50400 30.63862 0.386 -0.208 0.171 -0.16
C 20.90239 -4.77707 30.86960 0.588 0.623 -0.145 -0.47
C 20.92780 -5.71204 29.66485 -0.437 -0.365 -0.348 -0.73
O 19.97236 -5.38502 28.62392 0.121 0.547 -0.426 -0.28
C 18.54551 -5.42838 28.82512 1.151 -0.987 1.177 -0.70
H 22.69642 0.71183 28.75809 0.060 -0.564 0.067 0.20
H 23.15479 0.85977 30.48985 0.317 0.308 -0.152 0.32
H 21.56055 1.35852 29.90804 -0.148 0.117 0.170 0.28
H 21.43538 -0.36461 32.17580 -0.273 0.105 -0.125 0.31
H 23.01803 -0.97925 31.64522 0.245 -0.096 0.943 0.37
H 20.38084 -2.38637 31.85687 -0.408 -0.026 0.432 0.33
H 21.88304 -2.88875 32.62362 0.097 0.125 0.064 0.28
H 21.44869 -3.17748 29.69858 -0.162 0.441 0.158 0.20
H 19.84623 -4.70669 31.12974 -0.453 0.652 0.055 0.31
H 21.32376 -5.22307 31.77051 0.339 -0.393 -0.160 0.38
H 20.85805 -6.74876 29.99419 -0.919 -0.229 0.318 0.40
H 21.88073 -5.80300 29.14356 0.124 0.903 -0.072 0.32
H 17.96396 -5.20814 27.92993 0.681 0.338 -0.179 0.24
H 18.24315 -4.78315 29.64997 -0.139 0.182 -0.082 0.24
H 18.29852 -6.45566 29.09310 -0.290 -0.169 0.184 0.32
C 21.86583 -3.48666 16.41766 -0.404 0.020 -1.213 -0.69
O 22.47856 -4.49937 15.65208 0.721 -1.544 -1.411 -0.27
C 22.29783 -4.56422 14.17106 1.261 1.684 0.763 -0.72
C 23.16128 -5.64301 13.48102 -1.546 0.368 1.907 -0.49
N 22.59158 -6.92129 13.88577 1.275 -0.787 -2.164 -0.36
C 23.32539 -7.98850 13.11835 -0.308 -0.629 1.153 -0.74
C 24.68286 -8.31660 13.71669 0.578 0.031 0.314 -0.52
O 24.61808 -8.32357 15.11893 0.148 -0.491 2.125 -0.35
C 24.24224 -9.57645 15.73667 -0.460 -0.336 -1.824 -0.77
H 21.97155 -3.73111 17.47462 -0.074 -0.171 -0.170 0.22
H 20.82175 -3.41523 16.11288 -0.369 0.027 0.394 0.29
H 22.28832 -2.49664 16.24603 0.353 0.129 -0.090 0.27
H 22.78618 -3.67059 13.78243 -0.556 0.741 -0.018 0.38
H 21.23997 -4.58451 13.90908 0.008 -0.226 0.060 0.39
H 24.18207 -5.44905 13.81038 0.356 -0.236 0.141 0.27
H 23.16471 -5.55118 12.39490 -0.429 0.267 0.031 0.39
H 22.76711 -6.97658 14.87886 0.091 -0.598 0.157 0.33
H 23.48539 -7.72165 12.07371 -0.358 0.301 0.014 0.35
H 22.78354 -8.93428 13.12204 -0.561 0.176 0.003 0.37
H 25.42325 -7.56935 13.43114 0.030 0.244 0.227 0.28
H 25.12273 -9.26732 13.41545 -0.307 -0.265 -0.563 0.44
H 24.86049 -10.40272 15.38576 0.772 0.116 0.147 0.33
H 23.28316 -9.90848 15.33918 -0.563 0.300 0.187 0.33
H 24.17908 -9.62067 16.82394 0.338 0.877 -0.161 0.28
C 23.51991 1.86117 23.13324 -0.627 -0.129 0.005 -0.29
C 24.54541 2.95997 22.81404 -0.472 -1.113 -0.703 -0.39
O 24.47775 4.02858 23.70429 0.095 0.489 0.933 -0.49
O 22.25211 2.04290 22.49292 0.272 0.514 -0.159 -0.51
H 23.32360 1.80248 24.20381 0.433 0.341 0.297 0.25
H 23.84796 0.86070 22.85122 0.695 0.070 -0.209 0.29
H 24.41957 3.37164 21.81265 -0.290 -0.440 -0.356 0.27
H 25.52300 2.47837 22.83555 0.198 -0.040 0.123 0.30
H 25.37089 4.37356 23.77428 -0.107 0.256 0.164 0.29
H 21.69614 1.33168 22.81952 -0.223 0.040 -0.074 0.27
C 11.27285 4.09059 27.85724 1.401 0.108 -0.007 -0.43
C 12.22780 5.09095 28.49371 1.193 -0.292 0.033 -0.30
O 13.56758 4.48792 28.70524 -1.734 0.088 0.001 -0.52
O 11.69046 3.66758 26.59331 -0.096 0.061 -1.167 -0.53
H 10.31697 4.59503 27.71603 -0.139 -0.288 0.256 0.32
H 11.24480 3.20058 28.48589 -0.580 0.162 0.503 0.26
H 11.73906 5.40019 29.41761 0.355 0.060 0.410 0.28
H 12.41549 5.97638 27.88635 -0.477 -0.020 -0.269 0.30
H 14.17587 5.20342 28.90432 -0.008 0.036 0.002 0.29
H 12.46949 3.10977 26.65306 0.108 0.063 0.234 0.31
C 18.98704 7.48844 32.12237 2.657 0.213 -0.328 -0.36
C 20.44607 7.36765 32.78609 -1.607 -1.363 -0.176 -0.38
O 20.46050 7.54711 34.19895 0.048 1.124 -0.188 -0.54
O 19.01612 6.99858 30.73786 -0.623 -0.028 1.770 -0.49
H 18.70578 8.54042 32.17051 -0.371 -0.051 -0.079 0.25
H 18.35331 6.87925 32.76686 -0.374 -0.103 -0.642 0.33
H 21.16643 8.02754 32.30266 -0.063 0.119 0.316 0.30
H 20.73785 6.32657 32.64776 0.265 -0.030 -0.690 0.29
H 19.86481 6.93007 34.63025 -0.050 -0.141 -0.217 0.30
H 19.66554 7.47712 30.21741 0.143 0.267 0.177 0.28
C 10.61967 -1.57620 31.05367 1.388 -0.221 0.113 -1.46
C 11.01029 -2.27529 29.72003 -0.998 -0.045 0.987 0.64
C 12.32066 -3.14350 29.72334 -0.949 0.815 -1.072 -0.74
O 13.50983 -2.42289 29.93264 -0.574 -0.079 0.191 -0.24
C 13.93818 -2.36582 31.27426 1.192 0.199 -0.705 -0.71
N 9.91956 -3.14015 29.22543 -0.156 -0.469 -0.150 -0.69
H 10.74000 -2.27459 31.88184 -0.353 -0.099 0.150 0.33
H 9.65062 -1.07968 31.10392 -0.202 -0.427 -0.425 0.39
H 11.32881 -0.77355 31.25611 0.212 0.097 0.002 0.32
H 11.12475 -1.45636 29.00986 0.258 -0.240 -0.340 0.15
H 12.37618 -3.50721 28.69732 0.036 -0.084 -0.080 0.29
H 12.24958 -4.03978 30.33957 -0.110 0.071 0.524 0.42
H 14.91286 -1.88825 31.17407 -0.031 0.361 0.427 0.22
H 14.18851 -3.36119 31.64124 -0.528 -0.213 0.348 0.33
H 13.29228 -1.77984 31.92812 -0.078 -0.222 0.076 0.25
H 8.98918 -2.78466 29.39316 0.032 1.039 -0.288 0.25
H 9.80184 -3.99165 29.75571 0.883 -0.475 0.228 0.25
C 11.02542 -4.56372 21.28705 0.582 0.121 -0.434 -1.35
C 11.75233 -3.19062 21.34798 0.816 -2.113 0.169 0.52
C 12.92739 -3.09046 20.27363 -0.421 -0.331 1.062 -0.56
O 13.96651 -4.00628 20.62200 -0.213 0.073 0.522 -0.30
C 15.12090 -4.03107 19.76846 -1.162 0.522 1.105 -0.68
N 10.75322 -2.16720 21.28983 -0.036 0.996 -1.283 -0.72
H 10.71133 -4.80679 20.27197 -0.286 0.328 -0.118 0.32
H 10.15215 -4.55865 21.93933 -0.003 0.003 0.002 0.37
H 11.65811 -5.40921 21.55713 0.212 0.231 0.311 0.32
H 12.23079 -3.15622 22.32675 0.573 -0.121 0.099 0.20
H 13.34837 -2.08629 20.32380 -0.115 0.351 -0.307 0.29
H 12.57756 -3.34402 19.27292 -0.278 0.289 -0.192 0.34
H 15.83347 -4.64588 20.31833 -0.132 -0.520 -0.626 0.23
H 15.60779 -3.05694 19.72256 -0.199 0.371 -0.282 0.27
H 14.77003 -4.35603 18.78898 0.685 -0.277 -0.187 0.29
H 11.19170 -1.25816 21.32836 -0.181 0.211 0.116 0.23
H 10.06378 -2.23523 22.02478 0.168 -0.127 0.054 0.24
C 18.24251 0.64977 26.77824 0.388 -0.448 0.482 -1.46
C 17.17648 0.20261 25.81552 -0.193 3.122 0.199 0.59
C 17.43523 -1.08303 25.14929 -0.930 0.895 -0.974 -0.72
O 18.66354 -0.96649 24.39644 -0.920 -1.815 0.485 -0.26
C 19.34179 -2.21938 24.58417 -0.127 0.193 0.906 -0.76
N 15.85369 0.20949 26.45239 0.290 -0.927 -0.082 -0.69
H 18.19534 -0.04240 27.61895 0.715 -0.462 0.065 0.32
H 18.09509 1.60015 27.29120 -0.355 0.365 -0.593 0.39
H 19.19538 0.67839 26.24974 0.224 -0.192 0.443 0.33
H 17.16718 0.92900 25.00289 -0.150 0.284 -0.146 0.18
H 16.57191 -1.16271 24.48866 0.117 -0.443 -0.608 0.25
H 17.24131 -1.87064 25.87742 1.267 -0.663 0.052 0.39
H 20.15873 -2.41010 23.88823 -0.069 0.502 0.033 0.27
H 18.66293 -3.07206 24.57031 -0.205 -0.011 -0.516 0.26
H 19.65598 -2.17274 25.62687 0.798 -0.385 0.013 0.33
H 15.90975 -0.66427 26.95589 -0.818 -0.560 0.360 0.28
H 15.85823 0.86033 27.22472 -0.027 0.551 -0.102 0.29

5
Properties=species:S:1:pos:R:3:forces:R:3:mulliken_charge:R:1 method="wB97M-V/def2-TZVPD" orbital_gap_ha=0.31149 relative_energy_kcal_mol=0.0 molar_mass_da=201.87 lumo_energy_ev=-0.5
C 0.90478 0.03279 -0.00879 -1.123 -0.760 0.243 -0.19
P -0.63704 -0.42004 0.98020 2.182 -0.266 -0.036 -0.06
P 0.42013 -1.40442 -0.68471 0.519 0.744 0.303 -0.04
I -2.23559 0.87759 -0.17005 -1.297 0.874 -0.651 -0.06
H 1.54773 0.91407 -0.11665 -0.280 -0.592 0.142 0.35

10
Properties=species:S:1:pos:R:3:forces:R:3:mulliken_charge:R:1 method="wB97M-V/def2-TZVPD" orbital_gap_ha=0.34150 relative_energy_kcal_mol=78.0 molar_mass_da=131.05 lumo_energy_ev=-0.8
C -0.32935 -0.09790 -0.63586 1.136 0.573 1.865 -0.07
C 0.09054 -1.07446 4.38460 -1.637 -3.231 -1.831 0.74
N 0.38164 -0.24447 0.28134 0.036 -3.049 -1.190 0.50
N 1.21199 -0.59084 1.15192 0.583 1.634 1.029 -0.84
N 1.53960 -1.94562 1.54462 -1.921 0.504 -0.886 1.14
O 0.49755 -0.11263 4.80122 1.479 3.142 1.588 -0.32
O 2.18704 -1.91985 2.54277 0.815 -0.500 0.357 -0.52
O 1.10114 -2.90129 0.94311 0.241 0.525 -0.164 -0.58
O -0.36997 -2.03854 3.91914 0.112 0.125 0.252 -0.41
H -0.78860 0.56450 -1.29464 -0.844 0.276 -1.020 0.36